Below is a cluster of 9 separate species, C26H62I2N3O8S in total, with properties calculated with ωB97M-V/def2-TZVPD.

Structure (XYZ):
```
102
Properties=species:S:1:pos:R:3:forces:R:3:mulliken_charge:R:1
C 3.49586 0.48341 -2.33648 -0.118 0.058 -0.607 -0.48
C 2.47763 1.02904 -3.35112 0.292 0.163 0.224 -0.53
C 1.44841 2.01938 -2.79575 0.158 0.302 -0.272 -0.89
N 0.98694 1.76207 -1.42280 0.215 -0.683 -0.106 0.15
C 0.22102 0.64266 -1.27961 0.594 1.257 -0.230 -0.38
C -1.09077 0.60568 -1.75430 -0.310 -0.633 0.008 -0.34
C -1.83808 -0.50503 -1.50951 0.378 0.380 0.252 0.40
C -3.23080 -0.56013 -1.93737 -0.409 -0.161 -0.164 -1.63
I -4.63870 -0.59628 -0.38457 0.144 0.068 0.115 0.24
C -3.65293 -0.55554 -3.19725 0.126 0.206 0.002 0.43
C -5.07567 -0.56233 -3.63774 0.327 0.050 -0.508 -1.48
I -2.26815 -0.57843 -4.79122 0.052 -0.099 0.196 0.12
C -1.19713 -1.55478 -0.77177 -0.352 -1.085 -0.081 1.13
S -2.11689 -3.02637 -0.41075 -0.660 -0.138 -0.020 -0.28
N 0.02548 -1.52221 -0.35712 0.650 0.457 0.245 -1.02
N 0.71829 -0.40509 -0.64389 -0.717 -0.518 0.194 0.79
H 3.28496 -0.55564 -2.10484 -0.084 -0.156 0.377 0.30
H 3.59760 1.09346 -1.44564 -0.114 -0.048 0.099 -0.28
H 4.47382 0.47526 -2.79797 0.310 -0.079 -0.094 0.51
H 1.99703 0.22234 -3.89117 -0.225 -0.280 0.025 0.24
H 3.03670 1.57251 -4.10280 -0.015 0.182 -0.299 0.45
H 1.86765 3.01579 -2.80977 0.092 0.262 0.202 0.47
H 0.59436 2.05563 -3.46199 -0.324 0.000 -0.025 0.45
H 1.74562 1.77794 -0.74814 0.158 0.269 0.041 0.15
H -1.50455 1.45394 -2.26056 -0.015 0.325 -0.134 0.79
H -5.69547 0.06303 -3.01397 -0.210 -0.019 0.342 0.49
H -5.43271 -1.58589 -3.64407 -0.289 -0.178 0.117 0.29
H -5.14003 -0.18422 -4.64941 -0.107 0.021 -0.208 0.46
H -1.27254 -3.96804 -0.85530 0.434 0.312 -0.024 0.21
H 1.67488 -0.37655 -0.31886 0.202 -0.157 0.032 0.23
C 1.57791 1.85088 3.39541 0.783 0.620 -0.416 -0.28
C 0.37862 2.53332 2.77857 0.312 0.058 0.042 -0.64
O 0.38732 2.29048 1.36772 -0.244 0.402 -0.268 -0.45
H 2.48843 2.20451 2.91324 0.049 0.144 0.013 0.15
H 1.65197 2.03671 4.46777 0.155 0.046 -0.037 0.39
H 1.52140 0.76760 3.23314 0.554 0.604 -0.430 -0.27
H 0.41341 3.61312 2.90042 0.128 0.047 -0.065 0.45
H -0.54826 2.17018 3.23138 0.600 0.789 -0.257 0.06
H 0.42628 1.33959 1.24159 0.030 0.008 0.167 0.18
C -2.34048 2.30947 -8.46088 0.083 -0.049 -0.007 -0.86
C -2.84766 1.00113 -9.03841 0.026 -0.021 0.255 -0.20
O -1.97910 -0.08807 -8.72878 0.021 0.058 -0.165 -0.49
H -1.34147 2.52808 -8.83824 -0.010 0.014 -0.045 0.26
H -3.00156 3.13688 -8.72028 -0.013 0.003 0.017 0.32
H -2.27575 2.24973 -7.37040 -0.071 0.020 0.005 0.22
H -2.89592 1.05398 -10.12370 0.018 -0.062 -0.031 0.29
H -3.85346 0.78172 -8.66422 -0.043 0.057 -0.078 0.23
H -1.93321 -0.15921 -7.77205 -0.035 -0.012 0.028 0.17
C -3.96022 -4.19752 3.30671 -0.046 0.009 -0.084 -0.51
C -3.66647 -5.61962 2.86631 0.154 0.162 -0.086 -0.27
O -3.62815 -5.73493 1.44348 -0.146 -0.073 0.035 -0.49
H -4.91158 -3.86126 2.89176 -0.028 -0.027 0.029 0.11
H -4.00605 -4.12408 4.39385 0.017 0.006 0.000 0.35
H -3.18286 -3.51770 2.94754 0.044 -0.003 0.058 0.02
H -4.44648 -6.29709 3.20698 -0.014 -0.049 -0.053 0.30
H -2.71418 -5.95958 3.28489 -0.043 -0.034 0.085 0.26
H -2.93594 -5.14975 1.12585 0.054 0.029 0.062 0.22
C -7.92075 -3.53350 0.50038 0.067 0.057 -0.052 -0.78
C -8.54756 -2.46835 -0.38091 0.063 -0.233 -0.095 -0.34
O -7.78559 -2.24754 -1.57012 0.057 0.125 0.077 -0.44
H -6.90210 -3.25410 0.77451 0.000 0.021 0.024 0.07
H -8.50066 -3.67882 1.41212 -0.018 -0.015 -0.002 0.36
H -7.86530 -4.48824 -0.02666 -0.054 -0.025 0.026 0.31
H -8.58641 -1.51264 0.13952 -0.002 0.057 -0.055 0.29
H -9.56937 -2.74905 -0.65200 -0.040 0.055 0.084 0.27
H -7.75312 -3.07871 -2.05252 -0.021 -0.038 -0.027 0.28
C 5.31702 0.45986 2.20177 -0.106 0.016 -0.001 -1.15
C 4.97354 0.63516 0.73552 0.282 0.179 0.249 -0.09
O 3.95836 1.63088 0.55874 -0.241 -0.138 -0.021 -0.56
H 4.43059 0.17201 2.76933 0.003 -0.050 -0.001 0.15
H 6.08307 -0.30374 2.33729 0.014 0.019 -0.011 0.43
H 5.68564 1.39692 2.62277 0.083 -0.015 -0.027 0.33
H 4.59026 -0.29736 0.31939 -0.099 0.055 -0.068 0.33
H 5.85975 0.92562 0.16429 0.031 -0.088 0.004 0.19
H 4.30177 2.45757 0.91369 0.003 0.076 0.009 0.26
C 2.12315 -0.33300 7.61488 -0.054 0.073 -0.055 -1.10
C 3.10545 0.38363 6.70725 -0.027 0.063 0.238 -0.03
O 2.80446 1.77413 6.58582 -0.054 -0.087 -0.144 -0.52
H 1.10525 -0.21920 7.24006 0.011 -0.037 -0.037 0.25
H 2.35406 -1.39654 7.68164 0.008 0.005 0.004 0.31
H 2.15062 0.08882 8.62164 0.054 -0.039 0.029 0.39
H 3.06427 -0.02745 5.69869 0.003 0.028 -0.046 0.08
H 4.12688 0.26509 7.08155 0.019 -0.085 -0.064 0.38
H 2.84821 2.16276 7.46428 -0.008 0.053 0.021 0.29
C -1.02893 0.13184 3.20062 -0.452 -0.786 0.062 -0.07
C -0.04630 -0.28076 4.28082 -0.250 -0.097 0.488 0.45
O 0.67775 -1.45483 3.91936 -0.126 0.025 0.102 -0.52
H -1.73321 -0.67580 2.99707 0.018 -0.085 0.025 0.21
H -1.58974 1.01945 3.49607 -0.266 -0.522 -0.026 0.38
H -0.50282 0.35109 2.26376 -0.288 -0.239 0.225 -0.40
H -0.57237 -0.51556 5.20370 -0.074 -0.165 -0.002 0.42
H 0.65885 0.53243 4.48709 -1.047 -0.858 0.664 -0.25
H 1.16565 -1.26677 3.11321 0.104 -0.062 -0.100 0.28
C 8.03695 3.14117 -2.37748 -0.036 -0.067 0.031 -1.13
C 6.86648 3.48144 -1.47365 0.351 0.166 0.067 0.24
O 7.23937 3.41606 -0.09550 -0.307 -0.157 -0.081 -0.51
H 8.41354 2.14383 -2.15015 -0.029 -0.027 -0.018 0.30
H 7.74707 3.17553 -3.42839 0.013 0.026 -0.007 0.33
H 8.85831 3.84389 -2.22477 -0.028 0.050 -0.053 0.36
H 6.05435 2.76747 -1.61184 -0.048 -0.019 0.086 -0.16
H 6.48490 4.48257 -1.69887 -0.077 -0.046 -0.079 0.30
H 7.95030 4.04855 0.04216 0.043 0.006 0.079 0.29
```
Positions in Å, forces in eV/Å.

As for the total energy: -2787.2191 hartree. For the gap between HOMO and LUMO, the calculation gives 7.482 eV. Its charge is +1. As for the energy above the lowest of the compared OMol25 structures with the same formula, charge and spin: 0.0 kJ/mol. Its LUMO energy is -4.207 eV. Its multiplicity is 1. Its largest force on an atom is 1.5 eV/Å.